[1]
68
Properties=species:S:1:pos:R:3 method="wB97M-V/def2-TZVPD" e_homo_ev=-8.262 homo_lumo_gap_ev=8.915 multiplicity=1 fmax_ev_per_a=0.6
C 5.319 -5.424 -2.149
O 4.417 -5.688 -1.102
C 3.404 -4.809 -0.879
C 2.548 -5.123 0.179
C 1.485 -4.301 0.485
C 1.248 -3.145 -0.250
C 0.090 -2.228 0.100
C 0.635 -0.996 0.857
C -0.088 -0.712 2.187
O 0.507 -0.909 3.231
N -1.364 -0.274 2.173
C -2.169 0.082 1.032
C -2.298 1.602 0.923
C -2.912 2.161 2.222
C -2.092 1.691 3.425
C -1.960 0.170 3.419
O -4.256 1.739 2.367
C -5.087 2.715 1.778
C -4.182 3.956 1.625
O -2.956 3.572 2.205
C 0.754 0.236 0.011
C 1.358 1.369 0.529
C 1.518 2.538 -0.210
O 2.118 3.541 0.477
C 2.341 4.811 -0.096
C 1.061 2.563 -1.547
O 1.236 3.709 -2.280
C 0.792 3.723 -3.615
C 0.453 1.429 -2.054
C 0.287 0.273 -1.296
C -0.470 -0.846 -1.900
O -0.967 -0.765 -3.013
N -0.675 -1.923 -1.095
C -1.450 -3.032 -1.606
C 2.102 -2.834 -1.296
C 3.171 -3.653 -1.616
H 6.033 -6.246 -2.137
H 5.852 -4.480 -1.993
H 4.813 -5.399 -3.120
H 2.740 -6.020 0.745
H 0.834 -4.554 1.309
H -0.586 -2.773 0.774
H 1.647 -1.259 1.192
H -3.170 -0.339 1.186
H -1.756 -0.329 0.117
H -2.930 1.857 0.072
H -1.318 2.060 0.781
H -2.586 2.022 4.337
H -1.110 2.160 3.365
H -2.951 -0.281 3.518
H -1.318 -0.161 4.237
H -5.462 2.367 0.808
H -5.931 2.888 2.449
H -4.554 4.824 2.171
H -4.045 4.223 0.570
H 1.728 1.370 1.543
H 1.407 5.289 -0.393
H 2.814 5.396 0.693
H 3.009 4.754 -0.957
H 1.043 4.713 -3.992
H 1.302 2.965 -4.217
H -0.290 3.572 -3.682
H 0.071 1.399 -3.062
H -2.226 -3.302 -0.887
H -1.907 -2.716 -2.541
H -0.813 -3.901 -1.789
H 1.933 -1.940 -1.879
H 3.811 -3.378 -2.439


[2]
33
Properties=species:S:1:pos:R:3 method="wB97M-V/def2-TZVPD" e_homo_ev="-4.691 / -5.816" homo_lumo_gap_ev="7.237 / 6.605" total_charge=-1 multiplicity=3 fmax_ev_per_a=0.4
Au -0.667 -0.400 -0.594
C -2.717 -2.351 3.127
C -2.064 -2.012 1.809
S -1.593 -0.418 1.585
C -1.899 -3.020 0.846
C -2.439 -4.401 1.129
S -1.152 -2.777 -0.634
H -2.792 -1.472 3.763
H -2.147 -3.115 3.662
H -3.724 -2.747 2.971
H -2.147 -4.753 2.120
H -2.082 -5.116 0.392
H -3.533 -4.398 1.096
Br 2.681 2.249 2.380
C 1.936 2.849 0.743
C 2.690 3.643 -0.100
N 2.216 4.103 -1.257
C 0.971 3.768 -1.586
C 0.147 2.957 -0.811
C 0.650 2.487 0.389
C -1.270 2.679 -1.265
O -1.912 3.632 -1.696
O -1.718 1.492 -1.095
H 3.704 3.914 0.169
H 0.587 4.163 -2.519
H 0.053 1.855 1.034
Cl 3.804 1.044 -2.970
C 3.094 -0.559 -2.590
C 1.868 -0.409 -1.700
O 0.744 -0.481 -2.310
O 2.019 -0.258 -0.488
H 3.855 -1.127 -2.064
H 2.835 -1.023 -3.536


[3]
70
Properties=species:S:1:pos:R:3 method="wB97M-V/def2-TZVPD" e_homo_ev="-6.797 / -7.569" homo_lumo_gap_ev="6.966 / 6.843" multiplicity=2 fmax_ev_per_a=0.6
Au -0.052 0.133 0.569
C 2.453 -1.791 2.569
N 2.753 -0.366 2.577
C 3.896 -0.023 1.735
C 1.773 0.534 2.803
S 0.118 0.054 2.883
N 2.111 1.810 3.043
C 1.087 2.844 3.139
C 3.424 2.202 3.531
H 3.374 -2.334 2.780
H 2.068 -2.105 1.594
H 1.712 -2.029 3.322
H 3.877 -0.660 0.848
H 4.838 -0.193 2.259
H 3.841 1.010 1.400
H 0.333 2.703 2.369
H 1.560 3.815 2.995
H 0.588 2.815 4.110
H 4.002 1.325 3.808
H 3.293 2.820 4.420
H 3.976 2.783 2.789
C 4.862 5.375 -6.350
C 4.077 4.429 -5.480
C 4.306 4.361 -4.113
C 3.590 3.496 -3.290
C 3.922 3.505 -1.816
C 2.602 2.670 -3.850
Te 1.456 1.343 -2.409
N -0.192 0.201 -1.421
C -0.829 -0.411 -2.398
O -0.580 -0.134 -3.608
C -1.851 -1.497 -2.153
C -2.267 -1.924 -0.896
C -3.178 -2.959 -0.761
C -3.697 -3.582 -1.886
C -3.304 -3.155 -3.145
C -2.388 -2.125 -3.277
C 0.416 3.070 -1.737
C 0.643 3.520 -0.440
C -0.063 4.592 0.080
C -0.964 5.267 -0.727
C -1.182 4.833 -2.023
C -0.536 3.709 -2.536
C -0.908 3.223 -3.907
C 2.393 2.699 -5.230
C 1.422 1.763 -5.908
C 3.119 3.586 -6.021
H 5.609 5.908 -5.764
H 4.203 6.107 -6.819
H 5.372 4.828 -7.144
H 5.063 4.997 -3.666
H 4.904 3.950 -1.652
H 3.920 2.495 -1.408
H 3.183 4.097 -1.274
H -1.883 -1.442 -0.007
H -3.487 -3.273 0.229
H -4.407 -4.392 -1.777
H -3.715 -3.625 -4.029
H -2.072 -1.781 -4.252
H 1.382 3.008 0.168
H 0.080 4.906 1.107
H -1.502 6.126 -0.344
H -1.890 5.359 -2.652
H -1.932 3.513 -4.144
H -0.831 2.138 -3.969
H -0.251 3.661 -4.661
H 0.908 1.135 -5.183
H 1.957 1.118 -6.607
H 0.681 2.319 -6.484
H 2.931 3.612 -7.091


no.,E (hartree)
1,-1684.25623
2,-4785.96198
3,-2129.29235